DFT (wB97M-V/def2-TZVPD) results for a structure of composition C5H14N2O at a distorted geometry.

Calculated values
energy relative to the best compared isomer or geometry (same formula, charge and spin): 6.649 eV
frontier orbital gap: 9.02 eV
E: -10434.379 eV
HOMO level: -9.1 eV
multiplicity: 1

```
22
C5H14N2O wB97M-V/def2-TZVPD
N 1.655 0.464 1.491
C 0.568 -0.243 0.764
C 1.041 -0.483 -0.696
C 2.562 -0.787 -0.763
O 0.144 0.553 -1.944
C -0.861 0.314 0.667
N -1.858 -0.445 -0.134
C -3.157 0.209 0.026
H 2.134 1.127 0.866
H 1.264 0.945 2.374
H 0.616 -1.275 1.174
H 0.368 -1.271 -1.033
H 2.862 -1.760 -0.298
H 3.149 -0.007 -0.265
H 2.873 -0.862 -1.808
H 0.968 0.617 -1.123
H -0.707 1.226 0.072
H -1.347 0.646 1.514
H -1.656 -0.115 -1.079
H -3.893 -0.317 -0.550
H -3.172 1.252 -0.323
H -3.554 0.211 1.070
```

natural (NBO) atomic charge list, values in e, 2 entries: -0.849 -0.059